Formula: C84H210N10O36P4
Source: the Open Molecules 2025 dataset
Level of theory: ωB97M-V/def2-TZVPD

Results
- Kohn-Sham gap: 8.88 eV
- Energy above the lowest of the compared OMol25 structures with the same formula, charge and spin: 0.0 kcal/mol

Positions of all 344 atoms, in Å:
C  27.99  13.40  14.04
O  26.71  13.22  14.53
C  25.74  13.95  13.83
C  25.74  15.42  14.20
N  24.72  16.09  13.51
C  24.57  17.51  13.76
C  23.49  18.17  12.89
O  22.20  18.24  13.33
C  21.48  16.99  13.30
H  28.75  12.96  14.78
H  28.27  14.45  13.79
H  28.10  12.84  13.09
H  24.75  13.55  14.16
H  25.90  13.68  12.77
H  26.71  15.85  14.03
H  25.52  15.52  15.32
H  24.87  15.91  12.49
H  25.48  18.00  13.47
H  24.44  17.62  14.82
H  23.47  17.65  11.93
H  23.79  19.21  12.57
H  21.18  16.71  12.23
H  20.63  17.20  13.90
H  22.05  16.14  13.62
C  31.21  27.26  21.12
O  30.47  27.28  22.33
C  29.28  26.46  22.27
C  29.55  24.93  22.30
N  28.35  24.11  22.41
C  27.65  24.16  23.68
C  26.30  23.47  23.61
O  25.61  24.07  22.57
C  24.27  23.65  22.60
H  31.41  26.20  20.79
H  32.17  27.78  21.34
H  30.61  27.83  20.43
H  28.57  26.72  21.53
H  28.85  26.60  23.24
H  30.23  24.63  23.08
H  29.99  24.75  21.33
H  27.68  24.30  21.70
H  27.47  25.26  24.00
H  28.30  23.75  24.49
H  25.75  23.67  24.57
H  26.49  22.33  23.50
H  23.78  24.14  21.76
H  23.79  23.91  23.55
H  24.11  22.56  22.57
C  27.13  22.05  9.91
O  26.09  21.12  10.15
C  26.20  20.32  11.41
C  26.34  21.16  12.67
N  25.24  22.15  12.90
C  25.63  23.25  13.87
C  24.58  24.32  13.71
O  24.71  24.92  12.52
C  24.08  26.17  12.47
H  28.00  21.63  9.42
H  27.50  22.66  10.79
H  26.61  22.76  9.26
H  27.01  19.59  11.32
H  25.26  19.72  11.44
H  27.31  21.68  12.76
H  26.23  20.39  13.47
H  24.99  22.62  12.02
H  26.66  23.67  13.84
H  25.53  22.95  14.92
H  24.72  25.01  14.52
H  23.60  23.85  13.80
H  24.40  26.79  13.29
H  23.01  26.20  12.73
H  24.23  26.57  11.47
C  23.82  30.54  16.83
O  25.09  30.07  16.46
C  25.12  29.30  15.22
C  26.56  28.88  15.12
N  27.07  27.97  16.09
C  26.63  26.62  15.97
C  27.65  25.77  16.71
O  27.32  24.39  16.57
C  26.21  23.99  17.36
H  23.91  31.12  17.73
H  23.12  29.74  17.06
H  23.46  31.20  16.02
H  24.91  29.97  14.39
H  24.45  28.48  15.32
H  27.18  29.74  15.14
H  26.64  28.36  14.14
H  26.80  28.24  17.01
H  26.56  26.32  14.86
H  25.66  26.39  16.34
H  27.72  26.06  17.76
H  28.60  25.99  16.23
H  25.83  23.05  17.00
H  25.39  24.65  17.42
H  26.69  23.80  18.37
C  22.28  25.89  16.51
O  21.94  26.37  17.79
C  22.95  26.28  18.72
C  22.38  26.81  20.06
N  21.17  26.22  20.51
C  19.92  26.67  19.99
C  18.73  26.16  20.75
O  18.82  24.74  20.80
C  17.70  24.26  21.54
H  22.98  26.63  16.13
H  21.32  26.00  16.05
H  22.65  24.89  16.51
H  23.80  26.93  18.40
H  23.37  25.27  18.84
H  22.22  27.87  19.91
H  23.18  26.70  20.81
H  21.23  25.19  20.42
H  19.82  26.58  18.88
H  19.90  27.76  20.04
H  17.81  26.57  20.35
H  18.88  26.54  21.81
H  17.77  23.22  21.87
H  16.74  24.39  21.01
H  17.55  24.92  22.37
C  19.04  24.90  13.74
O  19.51  23.65  13.39
C  20.90  23.51  13.30
C  21.39  22.09  13.11
N  21.14  21.17  14.23
C  19.73  20.83  14.41
C  18.88  20.46  13.19
O  19.45  19.39  12.46
C  18.80  19.10  11.28
H  17.97  24.81  13.98
H  19.38  25.72  13.03
H  19.46  25.17  14.70
H  21.39  23.92  14.28
H  21.20  24.34  12.56
H  22.48  22.13  12.89
H  20.90  21.77  12.16
H  21.63  20.32  13.99
H  19.10  21.55  14.90
H  19.74  19.97  15.07
H  18.80  21.35  12.54
H  17.89  20.08  13.49
H  19.26  18.10  10.91
H  18.85  20.00  10.66
H  17.75  18.81  11.50
C  23.22  17.50  22.66
O  23.65  17.66  24.03
C  22.86  18.63  24.77
C  23.47  20.06  24.48
N  24.95  20.18  24.41
C  25.63  19.76  25.62
C  27.04  20.31  25.60
O  27.61  19.77  24.38
C  28.89  20.26  24.09
H  22.33  16.87  22.46
H  24.08  17.04  22.16
H  23.13  18.49  22.18
H  23.01  18.45  25.83
H  21.81  18.51  24.52
H  23.11  20.83  25.21
H  23.22  20.34  23.47
H  25.40  19.62  23.59
H  25.59  18.67  25.77
H  25.23  20.17  26.52
H  27.67  20.03  26.41
H  27.03  21.42  25.53
H  29.47  19.51  23.54
H  29.42  20.60  25.03
H  28.75  21.12  23.34
C  36.59  25.60  21.19
O  35.70  24.62  21.60
C  35.18  24.81  22.87
C  34.35  23.61  23.28
N  33.23  23.48  22.33
C  32.46  22.32  22.63
C  31.34  21.97  21.68
O  31.90  22.14  20.32
C  30.89  22.09  19.35
H  36.85  25.48  20.12
H  37.49  25.48  21.75
H  36.22  26.66  21.33
H  34.54  25.68  22.84
H  35.96  25.02  23.64
H  34.01  23.83  24.32
H  35.07  22.80  23.35
H  33.68  23.44  21.45
H  32.03  22.60  23.64
H  33.07  21.49  22.76
H  30.49  22.64  21.83
H  31.01  20.95  21.73
H  31.37  22.21  18.40
H  30.14  22.89  19.45
H  30.35  21.16  19.35
C  26.29  26.09  26.35
O  25.10  26.03  27.06
C  25.06  24.88  27.84
C  23.73  24.70  28.46
N  22.64  24.54  27.54
C  22.95  23.42  26.66
C  21.90  23.28  25.61
O  22.05  24.37  24.78
C  21.04  24.54  23.82
H  26.45  27.03  25.81
H  26.20  25.36  25.57
H  27.15  25.78  26.92
H  25.95  24.84  28.58
H  25.31  23.96  27.23
H  23.56  25.50  29.10
H  23.77  23.97  29.25
H  22.61  25.37  27.03
H  22.98  22.48  27.25
H  23.93  23.56  26.20
H  20.87  23.24  26.05
H  22.01  22.36  25.04
H  20.62  23.61  23.46
H  21.41  25.16  23.06
H  20.18  25.00  24.33
C  32.48  17.33  18.72
O  31.32  17.12  19.59
C  30.55  18.29  19.85
C  29.32  17.78  20.53
N  29.64  16.86  21.58
C  28.40  16.47  22.29
C  28.86  15.90  23.62
O  27.91  15.23  24.35
C  27.09  15.93  25.27
H  33.04  16.33  18.74
H  33.19  18.15  19.02
H  32.12  17.66  17.80
H  30.33  18.87  18.97
H  31.22  18.91  20.46
H  28.62  17.38  19.80
H  28.78  18.63  20.95
H  30.16  16.12  21.16
H  27.76  15.75  21.78
H  27.92  17.45  22.39
H  29.32  16.66  24.18
H  29.62  15.19  23.38
H  27.71  16.54  25.94
H  26.47  15.13  25.81
H  26.49  16.67  24.81
C  18.83  19.14  22.99
C  17.87  19.57  21.88
O  16.47  19.20  22.23
P  15.59  20.38  22.75
O  15.86  21.69  22.18
O  15.92  20.37  24.25
C  15.52  21.43  25.16
C  14.01  21.57  25.44
O  14.15  19.79  22.56
C  13.80  18.38  22.60
C  12.48  18.14  23.25
H  18.74  19.67  23.92
H  18.77  18.03  23.11
H  19.84  19.33  22.61
H  17.99  20.66  21.51
H  18.05  19.01  20.97
H  16.05  21.23  26.13
H  15.91  22.41  24.88
H  13.48  21.98  24.56
H  13.60  20.69  25.87
H  14.07  22.40  26.20
H  13.78  18.07  21.57
H  14.55  17.90  23.17
H  11.65  18.68  22.85
H  12.11  17.08  23.23
H  12.56  18.43  24.29
C  20.05  23.24  17.56
C  18.63  23.03  18.10
O  18.52  21.76  18.86
P  17.91  20.54  18.08
O  17.64  20.76  16.65
O  18.80  19.30  18.47
C  20.08  19.17  17.87
C  20.21  17.88  17.10
O  16.66  20.20  18.95
C  15.40  20.83  18.87
C  14.42  19.89  18.25
H  20.12  24.35  17.24
H  20.78  23.18  18.35
H  20.33  22.55  16.76
H  18.49  23.83  18.85
H  17.95  23.10  17.20
H  20.32  19.96  17.13
H  20.77  19.22  18.69
H  21.12  17.97  16.50
H  20.15  16.93  17.58
H  19.37  17.84  16.38
H  15.06  21.16  19.85
H  15.55  21.76  18.29
H  14.20  19.11  18.93
H  13.52  20.43  18.05
H  14.73  19.49  17.33
C  20.85  21.83  21.56
C  21.35  21.01  20.40
O  22.81  20.98  20.37
P  23.61  21.69  19.17
O  23.51  23.17  19.12
O  25.10  21.15  19.41
C  25.91  21.86  20.36
C  27.34  21.57  20.05
O  23.21  20.92  17.88
C  23.40  21.44  16.52
C  24.05  20.32  15.75
H  19.75  21.71  21.81
H  21.35  21.65  22.49
H  20.99  22.88  21.26
H  21.12  19.95  20.41
H  21.00  21.46  19.46
H  25.59  22.90  20.29
H  25.75  21.43  21.35
H  28.05  22.18  20.65
H  27.59  20.47  20.24
H  27.58  21.87  19.03
H  22.40  21.70  16.25
H  24.01  22.43  16.51
H  25.11  20.34  15.98
H  23.71  19.34  16.05
H  23.92  20.41  14.68
C  24.79  17.05  18.51
C  25.81  18.13  18.29
O  26.08  18.01  16.84
P  27.48  18.51  16.35
O  27.57  18.47  14.87
O  27.52  19.96  16.99
C  28.21  20.95  16.21
C  29.67  20.58  16.11
O  28.61  17.75  17.16
C  28.92  16.31  16.81
C  28.23  15.37  17.82
H  24.39  17.31  19.48
H  24.04  17.19  17.72
H  25.21  16.04  18.42
H  25.46  19.14  18.47
H  26.78  18.04  18.72
H  27.81  20.99  15.18
H  27.97  21.92  16.63
H  30.18  20.34  17.05
H  29.71  19.77  15.43
H  30.20  21.32  15.50
H  28.53  16.08  15.82
H  29.99  16.29  16.80
H  28.26  14.32  17.37
H  28.64  15.43  18.83
H  27.22  15.70  17.89

Mulliken population analysis, charges in e, atoms 1 to 4: -0.64 -0.35 -0.57 0.08